Entry 1:
C15H22AsBiF6N6O5S | wB97M-V/def2-TZVPD

Summary:
Orbital gap (alpha / beta) ... 9.68 / 6.37 eV
E ... -4737.25090 a.u.
HOMO (alpha / beta) ... -12.43 / -12.43 eV
ΔE to the lowest compared entry with this formula, charge and spin ... 29.13 kJ/mol
Strongest force on any atom ... 0.007 Eh/bohr
LUMO energy (alpha / beta) ... -2.76 / -6.07 eV

```
! wB97M-V def2-TZVPD RIJCOSX def2/J DEFGRID3
* xyz 1 2
Bi -0.62682 -0.96250 -0.23916
O 1.80379 -0.94460 -1.33311
C 2.62328 -1.91453 -0.65566
C 2.29541 -1.83540 0.81470
N 0.89977 -2.22418 1.16093
C 0.64677 -1.81247 2.55585
C 0.46258 -0.29535 2.65234
O 0.60758 0.26807 3.70810
O 0.11101 0.28327 1.52550
C 0.65651 -3.65759 0.91337
C 0.32762 -3.92934 -0.56338
O 0.68543 -4.95584 -1.08016
O -0.36041 -2.97144 -1.13897
H 1.67774 -1.22606 -2.24854
H 3.67634 -1.66211 -0.78468
H 2.45996 -2.91152 -1.06456
H 2.43661 -0.80567 1.14428
H 2.98812 -2.47357 1.37053
H 1.46039 -2.11395 3.21648
H -0.27228 -2.28038 2.90633
H -0.21800 -3.96601 1.48857
H 1.50397 -4.27155 1.21679
C -4.80308 2.35098 2.16837
C -4.59087 0.88709 2.11968
N -5.33808 -0.03175 2.63827
N -4.70960 -1.20626 2.32245
C -3.59762 -1.03692 1.62251
S -2.54310 -2.25843 1.05050
N -3.50232 0.30080 1.48803
N -2.48951 0.90709 0.76612
H -5.75406 2.55690 2.65071
H -4.81056 2.77566 1.16358
H -4.00375 2.82867 2.73671
H -5.11482 -2.08333 2.60889
H -1.84826 1.39965 1.38147
H -2.87103 1.52111 0.04822
N 1.08817 2.63868 -0.59100
C 2.11699 3.40776 -0.88284
C 2.47349 3.62117 -2.25338
C 3.54674 4.41002 -2.54686
C 4.28996 5.00332 -1.51260
C 3.94486 4.80517 -0.16215
C 2.87760 4.02289 0.16218
H 0.76225 2.52886 0.36100
H 0.49922 2.25651 -1.32705
H 1.86391 3.17309 -3.02733
H 3.82195 4.58740 -3.57726
H 5.13933 5.62756 -1.75598
H 4.52827 5.27843 0.61548
H 2.58912 3.85697 1.19308
F -1.06542 1.25195 -2.04085
As -2.07131 2.69216 -2.41667
F -0.57894 3.51598 -2.73984
F -2.20423 2.15625 -4.02193
F -2.99512 4.09356 -2.66131
F -1.86659 3.09615 -0.70513
F -3.46669 1.76417 -1.94146
*
```



Entry 2:
C15H22BBrN3O7P2S | wB97M-V/def2-TZVPD

Summary:
Orbital gap ... 6.07 eV
E ... -4954.93846 a.u.
HOMO ... -10.39 eV
Strongest force on any atom ... 0.094 Eh/bohr
LUMO energy ... -4.32 eV

```
! wB97M-V def2-TZVPD RIJCOSX def2/J DEFGRID3
* xyz 1 1
N -3.12511 -3.94853 -1.07840
P -4.06405 -3.14203 -0.04456
C -3.06026 -2.03201 1.14355
C -3.32470 -2.11453 2.69926
Br -4.70469 -3.39114 3.39318
C -2.54220 -1.21191 3.73170
P -2.93513 -1.34953 5.60408
S -3.67882 0.38903 6.13657
C -1.45151 -0.21230 3.19942
C -1.20538 -0.10729 1.64345
C -1.99042 -1.00482 0.61621
C -1.73076 -0.86239 -0.94955
B -2.42144 0.56111 -1.42965
O -2.56446 0.86626 -2.84411
O -2.93622 1.51540 -0.47837
C -0.11353 0.97088 1.19104
O 0.47206 0.97913 0.07364
C 0.33328 2.12646 2.22535
C 0.14373 2.05000 3.62282
O 0.60727 3.10098 4.47167
N -0.38681 3.99601 4.75969
O 0.02951 5.10294 4.58469
C -0.57231 0.70935 4.16850
O -0.34900 0.43997 5.38077
H -3.26761 -4.96399 -0.99058
H -4.94011 -2.23043 -0.76096
H -4.84120 -4.13011 0.65515
H -3.78607 -2.45751 5.90488
H -1.65244 -1.56584 6.23581
H -2.21988 -1.67100 -1.59143
H -0.60980 -0.85899 -1.22898
H -3.47942 1.24651 -2.90137
H -2.25597 2.17859 -0.23105
H 0.86029 3.04790 1.79453
C 4.01212 1.69895 -4.26225
C 3.29861 1.37942 -2.95684
C 4.06574 0.39737 -2.06310
O 3.95805 -0.92435 -2.58578
C 5.05760 -1.32875 -3.40556
N 1.98722 0.73238 -3.28680
H 4.00463 0.85754 -4.95830
H 3.52499 2.53808 -4.76717
H 5.05076 1.98132 -4.07806
H 3.08036 2.30300 -2.41555
H 3.58802 0.37649 -1.07858
H 5.10359 0.70329 -1.90701
H 5.98356 -0.80757 -3.15579
H 4.80785 -1.16326 -4.45579
H 5.20851 -2.40040 -3.26327
H 1.48383 1.19115 -4.04999
H 1.37149 0.68631 -2.46553
H 2.17625 -0.24713 -3.55158
*
```



Entry 3:
C15H22BrF4NO11S | wB97M-V/def2-TZVPD

Summary:
Orbital gap ... 10.19 eV
E ... -4838.87725 a.u.
HOMO ... -10.20 eV
Strongest force on any atom ... 0.008 Eh/bohr
LUMO energy ... -0.01 eV

```
! wB97M-V def2-TZVPD RIJCOSX def2/J DEFGRID3
* xyz 0 1
O 1.78844 -0.20922 2.25922
S 1.74474 -0.30058 0.84826
O 2.52343 -1.22359 0.12251
F 2.14554 1.11922 0.31856
N 0.17685 -0.42158 0.42054
Br -0.07767 -0.59673 -1.43062
C -0.72103 0.61163 0.98973
C -2.19976 0.31462 0.78150
C -2.66896 -1.10680 1.04083
F -2.82094 -1.81810 -0.09606
F -3.87978 -1.09619 1.65197
F -1.83489 -1.79902 1.84119
H -0.48370 0.70132 2.04573
H -0.49849 1.56953 0.52163
H -2.75511 0.93608 1.48073
H -2.51711 0.59701 -0.22004
C 3.48439 -1.29146 4.78180
C 3.63105 -2.76424 5.05887
C 3.02178 -3.67307 4.00827
O 2.64843 -4.82329 4.77572
C 2.44531 -4.42526 6.05481
O 1.95011 -5.09436 6.90079
O 2.88645 -3.15843 6.22830
H 3.77279 -1.07465 3.75419
H 2.44777 -0.98677 4.91940
H 4.10577 -0.69549 5.44908
H 4.67585 -3.03358 5.23835
H 3.71089 -3.96540 3.22088
H 2.12285 -3.23313 3.56891
C 3.57506 5.23645 -3.21456
C 2.73399 5.37965 -1.97201
C 3.45740 5.13099 -0.66171
O 2.41242 4.61896 0.17328
C 1.48137 4.05335 -0.62674
O 0.58927 3.36873 -0.24165
O 1.71244 4.36323 -1.91799
H 4.50691 5.79155 -3.09965
H 3.80700 4.18581 -3.38894
H 3.05420 5.61956 -4.09008
H 2.22541 6.34713 -1.94880
H 3.88107 6.02421 -0.21158
H 4.22898 4.36371 -0.76474
C -6.65533 -2.27681 -4.71769
C -5.22892 -1.78896 -4.71648
C -4.27879 -2.55433 -3.81493
O -3.32959 -1.54825 -3.44896
C -3.94486 -0.34498 -3.52571
O -3.50196 0.66903 -3.09554
O -5.13499 -0.46529 -4.15446
H -6.67911 -3.35939 -4.84858
H -7.13674 -2.02322 -3.77329
H -7.22773 -1.82203 -5.52414
H -4.82936 -1.73677 -5.73298
H -3.76825 -3.37724 -4.30743
H -4.77485 -2.91355 -2.90963
*
```



Entry 4:
C15H22ClF5GaN2S | wB97M-V/def2-TZVPD

Summary:
Orbital gap ... 8.30 eV
E ... -3976.49293 a.u.
HOMO ... -11.54 eV
ΔE to the lowest compared entry with this formula, charge and spin ... 220.58 kJ/mol
Strongest force on any atom ... 0.015 Eh/bohr
LUMO energy ... -3.24 eV

```
! wB97M-V def2-TZVPD RIJCOSX def2/J DEFGRID3
* xyz 1 1
Ga 0.05220 0.61548 0.65146
C -0.46237 -3.99881 -0.68799
C -1.05196 -2.60856 -0.70975
C -1.42447 -1.97026 0.45821
C -1.94995 -0.66331 0.43265
C -2.11794 -0.00241 -0.79242
C -1.74620 -0.64547 -1.97046
C -1.22674 -1.92287 -1.92278
H -0.82098 -4.56856 0.16790
H 0.62936 -3.94965 -0.62437
H -0.71062 -4.54652 -1.59674
H -1.33421 -2.49430 1.40209
H -2.38961 -0.23534 1.32818
H -2.59076 0.96716 -0.82225
H -1.86163 -0.14102 -2.92182
H -0.93174 -2.41012 -2.84794
Cl -1.47865 3.25100 -0.06902
C -0.39049 2.47619 1.11475
H -0.86267 2.55259 2.08911
H 0.54864 3.01433 1.11752
F 1.10934 -0.70042 -0.65765
C 1.44687 0.22961 -1.77169
F 0.38779 1.18767 -1.43969
C 2.66686 0.92623 -1.19374
F 2.43905 1.33502 0.16197
F 3.71151 0.12612 -1.13850
F 2.95765 2.02870 -1.84648
C -1.21258 0.24711 3.98025
N 0.18009 0.63548 4.22967
C 0.33339 1.85096 5.05245
C 1.22501 0.05401 3.62568
S 1.09973 -0.83410 2.13509
N 2.42113 0.11398 4.21146
C 2.57005 0.16207 5.67814
C 3.68462 -0.11101 3.47444
H -1.76141 0.31712 4.91868
H -1.26585 -0.77139 3.61995
H -1.68630 0.91609 3.26434
H -0.40849 2.57673 4.72060
H 1.31843 2.28438 4.91100
H 0.16933 1.65481 6.11188
H 1.62979 -0.07755 6.16350
H 2.92642 1.13351 6.02364
H 3.30241 -0.59206 5.95936
H 3.58929 0.20150 2.44200
H 3.97095 -1.16229 3.50490
H 4.46118 0.48096 3.95561
*
```



What did the third record say?
C15H22BrF4NO11S | wB97M-V/def2-TZVPD

Summary:
Orbital gap ... 10.19 eV
E ... -4838.87725 a.u.
HOMO ... -10.20 eV
Strongest force on any atom ... 0.008 Eh/bohr
LUMO energy ... -0.01 eV

```
! wB97M-V def2-TZVPD RIJCOSX def2/J DEFGRID3
* xyz 0 1
O 1.78844 -0.20922 2.25922
S 1.74474 -0.30058 0.84826
O 2.52343 -1.22359 0.12251
F 2.14554 1.11922 0.31856
N 0.17685 -0.42158 0.42054
Br -0.07767 -0.59673 -1.43062
C -0.72103 0.61163 0.98973
C -2.19976 0.31462 0.78150
C -2.66896 -1.10680 1.04083
F -2.82094 -1.81810 -0.09606
F -3.87978 -1.09619 1.65197
F -1.83489 -1.79902 1.84119
H -0.48370 0.70132 2.04573
H -0.49849 1.56953 0.52163
H -2.75511 0.93608 1.48073
H -2.51711 0.59701 -0.22004
C 3.48439 -1.29146 4.78180
C 3.63105 -2.76424 5.05887
C 3.02178 -3.67307 4.00827
O 2.64843 -4.82329 4.77572
C 2.44531 -4.42526 6.05481
O 1.95011 -5.09436 6.90079
O 2.88645 -3.15843 6.22830
H 3.77279 -1.07465 3.75419
H 2.44777 -0.98677 4.91940
H 4.10577 -0.69549 5.44908
H 4.67585 -3.03358 5.23835
H 3.71089 -3.96540 3.22088
H 2.12285 -3.23313 3.56891
C 3.57506 5.23645 -3.21456
C 2.73399 5.37965 -1.97201
C 3.45740 5.13099 -0.66171
O 2.41242 4.61896 0.17328
C 1.48137 4.05335 -0.62674
O 0.58927 3.36873 -0.24165
O 1.71244 4.36323 -1.91799
H 4.50691 5.79155 -3.09965
H 3.80700 4.18581 -3.38894
H 3.05420 5.61956 -4.09008
H 2.22541 6.34713 -1.94880
H 3.88107 6.02421 -0.21158
H 4.22898 4.36371 -0.76474
C -6.65533 -2.27681 -4.71769
C -5.22892 -1.78896 -4.71648
C -4.27879 -2.55433 -3.81493
O -3.32959 -1.54825 -3.44896
C -3.94486 -0.34498 -3.52571
O -3.50196 0.66903 -3.09554
O -5.13499 -0.46529 -4.15446
H -6.67911 -3.35939 -4.84858
H -7.13674 -2.02322 -3.77329
H -7.22773 -1.82203 -5.52414
H -4.82936 -1.73677 -5.73298
H -3.76825 -3.37724 -4.30743
H -4.77485 -2.91355 -2.90963
*
```